No. 1
{
  "formula": "C5H20O5",
  "method": "ωB97M-V/def2-TZVPD",
  "species": ["C", "O", "H", "H", "H", "H", "C", "O", "H", "H", "H", "H", "C", "O", "H", "H", "H", "H", "C", "O", "H", "H", "H", "H", "C", "O", "H", "H", "H", "H"],
  "positions_angstrom": [[9.365744, 9.253429, 9.061523], [8.254811, 8.984259, 8.239089], [8.955631, 9.530025, 10.040955], [10.016127, 8.380162, 9.147313], [9.958458, 10.074315, 8.648354], [8.502417, 8.929214, 7.318982], [4.629987, 4.326825, 6.530789], [5.183205, 5.483187, 5.953836], [3.847013, 3.987289, 5.855209], [5.377148, 3.524413, 6.639146], [4.182559, 4.543477, 7.513396], [5.651709, 5.958295, 6.672091], [8.570751, 5.079309, 5.234257], [9.427937, 4.641311, 4.167317], [8.476878, 4.228962, 5.911677], [9.014387, 5.924584, 5.763018], [7.572688, 5.356710, 4.877733], [9.049326, 4.994020, 3.353673], [4.686238, 4.650187, 10.630226], [3.399166, 4.361439, 11.254503], [5.548393, 4.454177, 11.293158], [4.793145, 4.145235, 9.651786], [4.639895, 5.724265, 10.454426], [3.469454, 3.434171, 11.468286], [7.663287, 5.764152, 8.718525], [6.651713, 6.619680, 8.197749], [8.593686, 5.832063, 8.159808], [7.857386, 6.003131, 9.756976], [7.287416, 4.741035, 8.676773], [7.092618, 7.493459, 8.235456]],
  "forces_ev_per_angstrom": [[0.307, 0.170, 0.161], [-0.861, -0.242, -0.069], [0.320, -0.073, -0.258], [-0.011, -0.032, 0.175], [-0.053, 0.064, 0.216], [0.303, 0.082, -0.322], [-0.142, -0.133, 0.111], [0.492, 0.562, 0.459], [-0.057, -0.173, 0.091], [-0.141, 0.080, 0.032], [0.045, -0.140, -0.236], [-0.138, -0.126, -0.440], [0.081, -0.434, -0.336], [-0.456, 0.412, -0.058], [-0.091, 0.180, 0.137], [0.035, 0.049, 0.039], [0.154, -0.078, 0.124], [0.255, -0.131, 0.094], [-0.833, 0.604, 0.119], [1.418, -0.035, -0.518], [-0.421, -0.154, -0.231], [0.019, 0.072, 0.542], [0.264, -0.044, -0.167], [-0.417, -0.439, 0.269], [-0.514, -0.420, 0.017], [0.718, 0.380, 0.036], [0.111, -0.028, -0.149], [0.130, 0.051, 0.352], [0.100, 0.009, -0.074], [-0.618, -0.032, -0.116]],
  "mulliken_charge": [-0.60, -0.52, 0.23, 0.26, 0.30, 0.28, -0.46, -0.52, 0.29, 0.24, 0.10, 0.39, -0.32, -0.55, 0.16, 0.12, 0.28, 0.32, -0.37, -0.52, 0.30, 0.10, 0.20, 0.28, -0.72, -0.54, 0.25, 0.33, 0.29, 0.38],
  "smiles": "CO.CO.CO.CO.CO",
  "e_homo_ha": -0.361,
  "orbital_gap_ev": 10.27
}

No. 2
{
  "formula": "C5H7ClN2",
  "method": "ωB97M-V/def2-TZVPD",
  "species": ["C", "C", "C", "C", "C", "N", "N", "Cl", "H", "H", "H", "H", "H", "H", "H"],
  "positions_angstrom": [[-0.349597, 0.677994, -0.799604], [-0.189224, -0.403955, -1.580637], [-0.474487, -2.266414, -0.414915], [-0.349255, 0.552695, 0.741080], [0.822032, 1.256603, 1.396948], [0.290335, -1.580369, -1.098486], [1.733610, 1.850417, 0.799590], [0.532959, 1.274711, 3.125833], [-0.485795, 1.659539, -1.288636], [-0.096405, -0.336546, -2.666404], [-0.092034, -3.112816, 0.156068], [-1.110174, 1.130855, 1.104532], [-0.276108, -0.481612, 1.071900], [1.608032, 1.829665, -0.183131], [-1.563889, -2.050767, -0.364138]],
  "forces_ev_per_angstrom": [[-0.598, 1.335, 1.884], [3.870, -1.055, -1.350], [-4.323, -6.073, 6.079], [2.703, -0.233, -2.259], [-0.906, -0.156, -1.063], [0.961, 5.329, -5.567], [0.930, 0.729, 2.022], [0.764, 0.111, -0.004], [-0.397, -0.562, 0.510], [-0.177, 0.518, 0.050], [-0.226, 0.244, 0.133], [-2.720, 0.746, 1.025], [-0.754, -0.088, -0.037], [0.027, -0.345, -1.120], [0.848, -0.501, -0.303]],
  "mulliken_charge": [-0.54, -0.22, -0.88, -0.61, 0.54, -0.22, -0.67, -0.19, 0.48, 0.40, 0.37, 0.38, 0.46, 0.31, 0.37],
  "spin_multiplicity": 3,
  "e_homo_ha": [-0.199, -0.389],
  "orbital_gap_ev": [6.13, 7.77]
}

No. 3
{
  "formula": "C2H7N3S",
  "method": "ωB97M-V/def2-TZVPD",
  "species": ["H", "N", "C", "N", "C", "N", "S", "H", "H", "H", "H", "H", "H"],
  "positions_angstrom": [[0.186051, 1.855517, 0.061226], [-0.663381, 1.303756, -0.130958], [-0.473750, 0.067600, -0.146143], [0.643969, -0.717068, -0.079455], [1.919929, -0.088839, -0.053764], [-1.619700, -0.784086, -0.089142], [-3.134558, -0.112249, -0.119915], [0.647485, -1.588627, -0.514419], [2.110798, 0.569734, -0.933234], [2.070289, 0.626666, 0.813602], [2.650426, -0.838922, -0.001438], [-1.505765, -1.361941, 0.748495], [-2.831799, 1.068454, 0.445146]],
  "forces_ev_per_angstrom": [[-0.400, -0.368, -0.697], [1.155, 1.727, 0.648], [-1.446, -1.830, 0.148], [0.532, 1.920, 0.983], [0.203, 2.710, 0.226], [1.258, -0.907, 0.471], [-1.377, 0.500, -0.364], [-0.569, -1.398, -0.704], [-0.096, -0.567, 0.197], [-0.388, -1.069, -0.603], [1.185, -0.878, 0.074], [-0.014, 0.088, -0.545], [-0.045, 0.072, 0.167]],
  "mulliken_charge": [0.22, -0.69, 0.57, -0.18, -0.97, -0.39, -0.19, 0.25, 0.34, 0.29, 0.32, 0.29, 0.14],
  "smiles": "[H]/N=C(\\NC)NS",
  "e_homo_ha": -0.314,
  "orbital_gap_ev": 9.29
}

What relative energy (zero: lowest compared OMol25 entry of this formula, charge and spin) values result from the calculations? In sequence: 1.742; 1.917; 0.636 eV.